(1)
Entry from OMol25: a 3-piece molecular cluster, C31H48N2O2S overall (wB97M-V/def2-TZVPD).

Geometry as XYZ:
```
84
C31H48N2O2S (wB97M-V/def2-TZVPD)
C 0.448 -2.727 2.051
N -0.999 -3.140 1.908
C -1.459 -3.205 0.471
C -1.925 -2.352 2.802
O -1.712 -2.468 4.141
C -3.143 -1.359 2.344
C -2.709 -0.160 1.304
C -1.499 0.924 1.531
C -1.119 2.053 0.397
C -1.934 2.126 -1.033
C -3.185 1.034 -1.232
C -3.589 -0.095 -0.115
S -4.076 1.193 -2.916
C -2.598 1.453 -4.101
C -2.513 0.730 -5.570
C -1.163 0.990 -6.488
C 0.056 1.958 -5.894
C -0.046 2.711 -4.408
C 1.232 3.626 -3.931
C 2.562 2.504 -3.527
C 3.787 2.401 -4.741
O 3.949 3.164 -3.287
C -1.415 2.460 -3.480
N -1.575 3.127 -2.108
H 0.467 -1.803 2.803
H 1.066 -3.605 2.558
H 0.896 -2.457 1.003
H -0.985 -2.276 -0.109
H -1.036 -4.163 -0.072
H -2.618 -3.197 0.313
H -3.610 -0.879 3.327
H -3.989 -2.047 1.862
H -0.844 0.912 2.518
H -0.258 2.822 0.587
H -4.465 -0.845 -0.345
H -3.427 0.043 -5.906
H -1.116 0.449 -7.534
H 1.000 2.060 -6.610
H 1.754 4.233 -4.784
H 1.065 4.237 -2.947
H 2.252 1.452 -2.915
H 3.631 1.218 -4.664
H 4.926 2.288 -4.602
H -0.683 3.579 -1.804
C 1.066 -8.952 0.138
C 1.349 -7.748 1.023
C 1.252 -8.058 2.518
C -0.131 -8.507 3.006
C -1.273 -7.525 2.733
C -1.096 -6.187 3.434
H 0.044 -9.319 0.270
H 1.188 -8.682 -0.915
H 1.759 -9.770 0.360
H 0.675 -6.927 0.755
H 2.365 -7.392 0.808
H 1.567 -7.172 3.082
H 1.977 -8.844 2.766
H -0.072 -8.691 4.086
H -0.382 -9.473 2.551
H -2.210 -7.979 3.081
H -1.393 -7.364 1.657
H -1.019 -6.323 4.518
H -1.958 -5.543 3.235
H -0.202 -5.663 3.087
C 3.163 8.505 0.963
C 1.785 8.308 1.574
C 1.592 6.926 2.203
C 1.695 5.744 1.232
C 0.720 5.778 0.053
C -0.741 5.728 0.478
H 3.344 7.808 0.139
H 3.256 9.520 0.564
H 3.947 8.364 1.714
H 1.016 8.496 0.816
H 1.640 9.067 2.353
H 0.618 6.902 2.705
H 2.341 6.789 2.994
H 1.534 4.818 1.799
H 2.717 5.681 0.840
H 0.923 4.912 -0.590
H 0.893 6.665 -0.565
H -0.946 4.824 1.060
H -1.388 5.716 -0.404
H -1.016 6.598 1.080
```

The LUMO energy comes out at -0.57 eV. Its net charge is 0. As for the HOMO energy: -8.053 eV. The SMILES is CN(C)C(=O)Cc1ccc2c(c1)Sc1cccc(C[C@H]3CO3)c1N2.CCCCCC.CCCCCC. The calculation puts the electronic energy at -1867.2476 Ha. The calculation puts the orbital gap at 7.48 eV.

These are the Mulliken partial charges, in e, on atoms 1 to 8: -0.7744 0.5000 -0.8525 0.3111 -0.6090 -0.8133 0.5239 -0.5803

---

(2)
Entry from OMol25: a 8-piece molecular cluster, C31H48O24 overall (wB97M-V/def2-TZVPD).

Geometry as XYZ:
```
103
C31H48O24 (wB97M-V/def2-TZVPD)
C 1.068 -0.360 1.343
C 1.127 -1.327 2.632
C 0.974 -0.507 3.977
O -0.395 -0.481 4.295
C -0.897 -1.522 3.613
O -2.035 -1.945 3.773
O -0.018 -2.102 2.717
H 1.761 0.530 1.450
H 0.086 0.014 1.088
H 1.398 -0.875 0.416
H 1.979 -2.006 2.668
H 1.257 0.510 3.745
H 1.484 -0.803 4.894
C 1.310 -2.051 -3.380
C 2.517 -2.815 -2.825
C 3.655 -2.994 -3.861
O 4.780 -2.484 -3.202
C 4.511 -2.056 -2.002
O 5.389 -1.673 -1.268
O 3.287 -2.230 -1.714
H 0.709 -2.672 -4.087
H 1.445 -1.148 -3.972
H 0.793 -1.591 -2.609
H 2.175 -3.701 -2.275
H 3.574 -2.403 -4.761
H 3.937 -4.046 -4.056
C -1.442 1.775 2.446
C -2.258 3.021 2.978
C -3.225 3.694 1.938
O -4.560 3.278 2.293
C -4.533 2.767 3.449
O -5.520 2.385 4.074
O -3.272 2.539 3.805
H -1.206 2.029 1.438
H -2.145 0.958 2.419
H -0.555 1.530 2.970
H -1.622 3.728 3.518
H -3.061 3.153 0.967
H -3.011 4.767 2.018
C -5.005 -1.426 3.045
C -4.671 -2.870 2.810
C -5.701 -3.863 3.302
O -5.748 -4.824 2.229
C -5.406 -4.272 1.142
O -5.574 -4.735 0.036
O -4.843 -3.140 1.391
H -5.232 -1.363 4.093
H -5.930 -0.965 2.597
H -4.183 -0.794 2.702
H -3.729 -3.227 3.133
H -6.722 -3.502 3.397
H -5.374 -4.309 4.219
C 6.863 1.244 -5.392
C 5.924 0.526 -4.413
C 5.943 1.345 -3.083
O 4.565 1.583 -2.800
C 3.778 1.198 -3.792
O 2.592 1.344 -3.880
O 4.536 0.585 -4.723
H 6.480 2.305 -5.559
H 6.964 0.694 -6.370
H 7.888 1.286 -5.006
H 6.174 -0.468 -4.352
H 6.474 2.283 -3.283
H 6.331 0.828 -2.224
C 1.344 7.387 1.002
C 0.980 6.260 1.978
C -0.357 5.611 1.730
O -0.049 4.279 1.302
C 1.179 4.033 1.307
O 1.732 2.926 1.152
O 1.855 5.123 1.766
H 0.656 8.268 1.139
H 1.354 7.147 -0.054
H 2.398 7.669 1.218
H 1.027 6.641 2.978
H -0.925 5.979 0.871
H -0.998 5.656 2.604
C -0.042 -3.225 -0.078
C -0.432 -4.538 -0.907
C -1.961 -4.796 -1.224
O -2.005 -4.869 -2.602
C -0.852 -4.672 -3.205
O -0.701 -4.813 -4.393
O 0.021 -4.430 -2.236
H -0.576 -3.201 0.829
H -0.176 -2.228 -0.605
H 1.037 -3.184 0.242
H 0.094 -5.428 -0.410
H -2.599 -3.945 -0.823
H -2.330 -5.679 -0.761
C -2.866 -0.863 -0.417
O -2.329 0.422 -0.243
C -1.492 0.927 -1.118
O -0.974 0.287 -2.206
O -0.874 2.087 -0.734
C 0.357 2.505 -1.479
H -2.297 -1.640 -1.041
H -3.765 -0.741 -0.983
H -3.229 -1.257 0.575
H 0.142 2.512 -2.577
H 1.187 1.905 -1.355
H 0.654 3.576 -1.333
```

The LUMO energy comes out at 0.00 eV. Its net charge is 0. As for the HOMO energy: -10.348 eV. The SMILES is C[C@H]1COC(=O)O1.C[C@H]1COC(=O)O1.C[C@H]1COC(=O)O1.C[C@H]1COC(=O)O1.C[C@H]1COC(=O)O1.C[C@H]1COC(=O)O1.C[C@H]1COC(=O)O1.COC(=O)OC. The calculation puts the electronic energy at -3015.7258 Ha. The energy relative to the best compared isomer or geometry (same formula, charge and spin) is 0.0 kcal/mol. The calculation puts the orbital gap at 10.35 eV.

These are the Mulliken partial charges, in e, on atoms 1 to 8: -0.0810 0.5004 -0.6882 -0.2700 0.4379 -0.5262 -0.1751 0.3630

---

(3)
Entry from OMol25: C31H48O2P2Yb as an isolated structure (wB97M-V/def2-TZVPD).

Geometry as XYZ:
```
84
C31H48O2P2Yb (wB97M-V/def2-TZVPD)
Yb 0.274 0.091 -2.976
C -0.713 -2.303 0.709
C 0.627 -2.373 0.240
C 0.550 -0.876 1.978
C -0.759 -1.383 1.789
C 1.405 -1.463 1.008
C -1.875 -3.086 0.213
H -1.605 -3.783 -0.589
H -2.681 -2.439 -0.174
H -2.314 -3.684 1.028
C -1.978 -1.005 2.538
H -2.745 -1.792 2.469
H -2.405 -0.083 2.121
H -1.733 -0.825 3.595
C 0.957 0.123 2.978
H 0.401 -0.020 3.921
H 0.739 1.132 2.590
H 2.041 0.074 3.175
C 2.840 -1.185 0.871
H 3.386 -1.453 1.780
H 2.998 -0.121 0.691
H 3.263 -1.730 0.030
C 1.142 -3.303 -0.792
H 1.540 -4.227 -0.329
H 1.974 -2.858 -1.357
H 0.356 -3.606 -1.503
C -1.738 1.112 -5.997
C -2.100 -0.183 -5.852
C -1.345 -1.375 -6.333
C 0.168 -1.132 -6.264
C 0.725 -0.335 -5.133
C 1.037 1.017 -5.088
C 0.663 2.043 -6.150
C -0.649 1.710 -6.839
H -1.630 -1.652 -7.367
H 0.527 -0.710 -7.205
H -1.678 -2.227 -5.711
H -0.429 1.082 -7.710
H -2.499 1.856 -5.719
H -3.135 -0.430 -5.574
H -1.051 2.668 -7.207
H 0.582 3.058 -5.741
H 1.986 1.288 -4.597
H 1.473 2.169 -6.904
H 0.641 -2.110 -6.106
H 1.312 -1.045 -4.473
P -2.339 1.015 -2.099
P 1.984 1.905 -1.642
C -1.032 2.083 -3.121
C 0.405 2.596 -2.670
H -1.591 3.005 -3.367
H -0.949 1.586 -4.130
H 0.879 3.069 -3.556
H 0.152 3.374 -1.896
C 2.560 3.430 -0.826
H 3.125 3.178 0.080
H 1.705 4.037 -0.523
H 3.215 4.005 -1.492
C 3.394 1.854 -2.830
H 3.405 2.775 -3.431
H 3.394 0.976 -3.490
H 4.306 1.798 -2.220
C -3.808 1.266 -3.130
H -4.495 0.449 -2.922
H -3.602 1.243 -4.190
H -4.236 2.213 -2.807
C -1.977 -0.708 -2.755
H -1.385 -1.281 -2.017
H -1.542 -0.755 -3.780
H -2.937 -1.228 -2.859
O -0.765 3.864 -0.567
C -0.877 2.942 0.303
O -0.649 1.700 0.221
C -1.348 3.481 1.638
C -1.614 4.848 1.752
C -2.005 5.388 2.965
C -2.146 4.584 4.096
C -1.893 3.203 3.998
C -1.530 2.650 2.758
H -1.491 5.443 0.859
H -2.194 6.452 3.014
H -2.459 5.006 5.054
H -1.980 2.548 4.869
H -1.381 1.570 2.658
```

The LUMO energy (alpha / beta) comes out at -4.16 / -4.16 eV. As for the spin multiplicity: 2. Its net charge is +1. As for the HOMO energy (alpha / beta): -9.220 / -9.153 eV. The calculation puts the electronic energy at -3201.4533 Ha. The calculation puts the orbital gap (alpha / beta) at 5.06 / 4.99 eV.

These are the Mulliken partial charges, in e, on atoms 1 to 8: -0.3116 0.5006 0.7612 0.8428 0.6708 0.5989 -1.7528 0.3324

---

Which of these has the highest electronic energy? C31H48N2O2S